Computed, not measured: a molecular structure, C33H28Br2F2N6O2STi, with wB97M-V/def2-TZVPD.

maximum force = 0.12 eV Å⁻¹
frontier orbital gap = 6.81 eV
energy = -227185.01061 eV
LUMO energy = -0.8 eV
relative energy (zero: lowest compared OMol25 entry of this formula, charge and spin) = 1.0520 eV

Last column: Mulliken charge in e.
CARTESIAN COORDINATES (ANGSTROEM)
1 Ti 0.31669 0.43323 -0.23059  -0.286
2 N 4.77158 -0.05792 -2.86322  -0.532
3 C 4.00693 0.27207 -1.77261  0.417
4 S 4.76298 0.51049 -0.18983  -0.337
5 N 2.74178 0.42561 -1.82413  -1.109
6 N 2.20424 0.71574 -0.56408  1.457
7 C 3.19656 1.38486 0.25183  0.347
8 C 2.91269 1.39338 1.72964  -0.044
9 C 3.92250 1.29168 2.67966  -0.791
10 C 3.64296 1.32046 4.03729  -0.904
11 C 2.32657 1.46551 4.45732  -0.698
12 C 1.30760 1.57782 3.52779  -0.322
13 C 1.58474 1.54311 2.15888  0.201
14 O 0.59345 1.61622 1.27243  -0.834
15 H 5.68851 -0.42383 -2.67154  0.227
16 H 4.26716 -0.54404 -3.58903  0.261
17 H 3.33594 2.41244 -0.11570  0.637
18 H 4.95124 1.18250 2.35533  0.432
19 H 4.44496 1.23374 4.75779  0.406
20 H 2.09379 1.49142 5.51459  0.437
21 H 0.27487 1.69208 3.83417  0.503
22 F 2.72682 -4.20567 -1.65782  -0.377
23 C 1.52505 -3.58035 -1.64051  -0.025
24 C 1.46032 -2.27196 -1.22169  -0.531
25 C 0.24558 -1.57078 -1.18338  0.573
26 C -0.89628 -2.27551 -1.60423  -0.268
27 C -0.77592 -3.59917 -2.02346  0.382
28 F -1.87345 -4.25126 -2.46464  -0.351
29 C 0.41550 -4.28858 -2.05275  -0.992
30 C -2.26524 -1.69093 -1.70081  0.963
31 C -2.52983 -0.68222 -2.62309  -0.199
32 C -3.83171 -0.23765 -2.77835  -0.565
33 C -4.82895 -0.80673 -2.00230  -0.701
34 C -4.46598 -1.78717 -1.09026  -0.568
35 N -3.22095 -2.22564 -0.93244  -0.485
36 H 2.38969 -1.80124 -0.93127  0.575
37 H 0.47189 -5.31141 -2.39464  0.528
38 H -1.71749 -0.27307 -3.20693  0.557
39 H -4.06604 0.53199 -3.50381  0.508
40 H -5.86353 -0.50489 -2.09790  0.468
41 H -5.21591 -2.24552 -0.45259  0.475
42 Br -5.72302 -0.55012 2.99456  -0.132
43 C -4.07986 -0.28219 2.11468  -0.467
44 C -4.00478 0.58291 1.04114  -0.902
45 C -2.78384 0.70452 0.40512  -0.356
46 N -1.69271 0.05322 0.79880  0.965
47 C -1.76369 -0.75410 1.86140  1.042
48 C -2.95536 -0.96376 2.53973  -0.881
49 C -0.48461 -1.37866 2.28514  -0.154
50 C -0.39051 -2.18413 3.41183  -0.698
51 C 0.85325 -2.67288 3.76448  -0.634
52 Br 1.02969 -3.74963 5.29888  -0.162
53 C 1.96130 -2.36607 2.99892  -0.803
54 C 1.76818 -1.56825 1.88586  -0.170
55 N 0.57931 -1.08112 1.53657  1.177
56 H -4.86784 1.12743 0.68895  0.517
57 H -2.66164 1.33285 -0.46522  0.110
58 H -3.01852 -1.63695 3.37983  0.547
59 H -1.25309 -2.42147 4.01412  0.550
60 H 2.94707 -2.72631 3.25204  0.533
61 H 2.60196 -1.30189 1.25090  0.122
62 C -1.29001 2.70319 -3.30355  -1.587
63 C -0.50526 2.79460 -2.00172  1.637
64 C 0.93719 3.20545 -2.26934  -1.752
65 C -1.16365 3.77060 -1.03221  -1.364
66 O -0.51869 1.50032 -1.39928  0.435
67 H -1.33801 3.67811 -3.79124  0.453
68 H -2.30854 2.36315 -3.10681  0.199
69 H -0.81046 1.99781 -3.98394  0.351
70 H 0.96474 4.15775 -2.80237  0.498
71 H 1.44566 2.44519 -2.86205  0.366
72 H 1.47549 3.31831 -1.32677  0.212
73 H -1.10306 4.78973 -1.41784  0.487
74 H -0.65954 3.72681 -0.06553  0.112
75 H -2.21845 3.52677 -0.88815  0.314

Cartesian forces (eV/Å) of the 3 atoms listed first:
0.099 0.026 0.045
0.013 0.004 0.000
-0.008 0.016 0.017

Computed, not measured: a molecular structure, C33H28BrClCoN4O4P, with wB97M-V/def2-TZVPD.

net charge = +1
spin multiplicity = 2
maximum force = 0.76 eV Å⁻¹
frontier orbital gap (alpha / beta) = 7.52 / 8.42 eV
energy = -178302.20206 eV
LUMO energy (alpha / beta) = -3.4 / -2.5 eV
⟨S²⟩ = 0.83
relative energy (zero: lowest compared OMol25 entry of this formula, charge and spin) = 0.2406 eV

Last column: Mulliken charge in e.
CARTESIAN COORDINATES (ANGSTROEM)
1 Co 0.42767 0.14213 0.21316  0.704
2 C 2.32572 2.74437 -0.34026  -1.267
3 O 1.00119 2.21719 -0.10161  -0.127
4 C -0.01095 3.12847 0.09014  0.287
5 C 0.16910 4.48440 0.27997  -0.592
6 C -0.96317 5.28143 0.42672  -0.389
7 Br -0.73476 7.12830 0.68123  -0.165
8 C -2.23689 4.75401 0.38931  -0.964
9 C -2.41356 3.38100 0.22528  0.793
10 C -1.28312 2.58353 0.08113  0.658
11 O -1.35661 1.19577 -0.08683  -0.513
12 C -3.79096 2.84102 0.13650  -0.025
13 N -4.79461 3.53143 -0.31070  -0.716
14 C -5.89231 2.68050 -0.22611  0.462
15 C -7.22453 2.91193 -0.57136  -0.741
16 C -8.12447 1.88764 -0.37282  -0.533
17 C -7.72038 0.64764 0.15599  -0.511
18 C -6.40527 0.39989 0.49297  -0.986
19 C -5.50800 1.44385 0.28682  0.666
20 N -4.13568 1.54445 0.48249  0.089
21 H 2.70668 3.21893 0.56385  0.425
22 H 2.27683 3.45809 -1.16049  0.530
23 H 2.95598 1.89971 -0.58937  0.220
24 H 1.15167 4.92495 0.30230  0.599
25 H -3.11016 5.38266 0.48084  0.612
26 H -2.09887 0.98525 -0.67020  0.271
27 H -7.52731 3.86845 -0.97565  0.451
28 H -9.16563 2.03575 -0.62575  0.399
29 H -8.45847 -0.13018 0.30060  0.394
30 H -6.09399 -0.55434 0.89804  0.401
31 H -3.59850 0.92893 1.06638  0.307
32 N 0.33724 0.53152 2.30591  -0.315
33 N 1.62610 0.15379 2.73880  -0.291
34 C 2.64608 0.04380 1.77405  0.488
35 O 3.79525 0.05507 2.14283  -0.680
36 O 2.23497 -0.09245 0.54043  -0.457
37 H 0.14566 1.51083 2.49866  0.290
38 H -0.34025 -0.02586 2.81148  0.324
39 H 1.94135 0.54712 3.61117  0.278
40 Cl -2.75027 -1.33232 -0.50687  -0.184
41 C -2.27947 -2.97334 -0.17206  1.009
42 C -3.28619 -3.90515 0.01533  -0.749
43 C -2.94743 -5.22453 0.25912  -0.546
44 C -1.61486 -5.59999 0.30900  -0.972
45 C -0.62040 -4.65429 0.11897  -0.435
46 C -0.93486 -3.31401 -0.12338  -0.294
47 P 0.41099 -2.11099 -0.40926  1.708
48 C 1.85662 -2.99865 0.21483  0.092
49 C 2.01423 -3.07811 1.59932  -0.122
50 C 3.09228 -3.75736 2.13688  -0.805
51 C 4.01852 -4.36036 1.29338  -0.543
52 C 3.86198 -4.28518 -0.08054  -0.829
53 C 2.77932 -3.60451 -0.62593  -0.178
54 C 0.58751 -2.01993 -2.21478  0.185
55 C -0.17636 -2.76997 -3.09912  -0.569
56 C 0.00457 -2.61850 -4.46912  -0.731
57 C 0.94599 -1.72600 -4.95477  -0.587
58 C 1.71657 -0.97431 -4.07515  -0.860
59 C 1.53497 -1.11517 -2.70911  -0.223
60 H -4.32040 -3.59339 -0.03845  0.502
61 H -3.72896 -5.95795 0.40597  0.398
62 H -1.34627 -6.63088 0.49546  0.438
63 H 0.41702 -4.95402 0.16228  0.501
64 H 1.29983 -2.59658 2.25846  0.433
65 H 3.21906 -3.80700 3.21000  0.437
66 H 4.86732 -4.88449 1.71241  0.408
67 H 4.58434 -4.75303 -0.73616  0.434
68 H 2.66381 -3.54740 -1.70062  0.441
69 H -0.90983 -3.47418 -2.72645  0.440
70 H -0.59214 -3.20408 -5.15615  0.432
71 H 1.08314 -1.61610 -6.02245  0.403
72 H 2.45834 -0.28461 -4.45541  0.471
73 H 2.15142 -0.54900 -2.01522  0.517

Cartesian forces (eV/Å) of the 3 atoms listed first:
0.510 0.526 0.211
-0.036 -0.021 0.076
-0.074 0.056 0.030

Computed, not measured: a molecular structure, C33H28BrIN5O2RuSSi at a distorted geometry, with wB97M-V/def2-TZVPD.

net charge = +1
spin multiplicity = 5
maximum force = 1.33 eV Å⁻¹
frontier orbital gap (alpha / beta) = 6.92 / 5.10 eV
energy = -145652.95809 eV
LUMO energy (alpha / beta) = -3.5 / -5.3 eV
⟨S²⟩ = 6.03
relative energy (zero: lowest compared OMol25 entry of this formula, charge and spin) = 0.4868 eV

Last column: Mulliken charge in e.
CARTESIAN COORDINATES (ANGSTROEM)
1 Ru 0.56424 0.17301 -0.54948  0.185
2 N -4.41440 4.71367 2.11595  -0.484
3 C -3.15283 4.27837 1.84241  1.211
4 C -2.67347 3.08961 2.41810  -0.790
5 C -1.40277 2.64508 2.13084  -0.413
6 C -0.57822 3.39126 1.29219  -0.383
7 C -1.02116 4.59255 0.74520  -0.525
8 C -2.30012 5.02727 1.01427  -0.953
9 S 1.01321 2.74147 0.90638  1.350
10 O 1.09010 1.44182 1.58874  -0.396
11 O 2.06608 3.66996 1.16175  -0.733
12 N 1.02975 2.21251 -0.64411  0.383
13 C 0.63021 2.81870 -1.79992  0.206
14 N 0.54300 4.14077 -1.91096  -0.518
15 C 0.20749 4.62762 -3.10090  -0.273
16 C -0.05129 3.81718 -4.19301  -0.686
17 C -0.00209 2.45112 -3.96178  -0.315
18 N 0.31990 1.94503 -2.78152  -0.047
19 H -5.04506 4.12736 2.62877  0.191
20 H -4.80501 5.48430 1.60676  0.196
21 H -3.32078 2.52421 3.07708  0.305
22 H -1.03318 1.71887 2.54843  0.432
23 H -0.35618 5.17307 0.12522  0.593
24 H -2.65517 5.96184 0.59763  0.322
25 H 0.13620 5.70832 -3.15890  0.483
26 H -0.29321 4.22179 -5.16402  0.399
27 H -0.23930 1.73674 -4.74294  0.456
28 C -3.73769 -4.37136 -2.51071  -0.511
29 C -4.11622 -3.43859 -1.55271  -0.744
30 C -3.15201 -2.75499 -0.83323  -0.118
31 C -1.79195 -2.98679 -1.05975  0.694
32 C -1.42568 -3.93557 -2.01708  -0.218
33 C -2.39310 -4.62211 -2.73618  -0.750
34 Si -0.47466 -2.07650 -0.08514  0.013
35 C 1.21528 -2.49961 -0.82933  0.401
36 C 1.46637 -2.10480 -2.15232  0.425
37 C 2.66041 -2.45338 -2.76559  -0.960
38 C 3.61788 -3.16506 -2.05872  -0.497
39 C 3.37718 -3.55499 -0.74610  -0.610
40 C 2.18002 -3.22992 -0.13233  -0.855
41 C -0.82975 -2.17127 1.75287  1.143
42 C -0.26014 -1.30535 2.69019  -0.216
43 C -0.58345 -1.41245 4.03356  -1.135
44 C -1.47475 -2.38708 4.46132  -0.607
45 C -2.05043 -3.24910 3.53974  -0.750
46 C -1.73527 -3.14209 2.19436  -0.687
47 H -4.48876 -4.90429 -3.07863  0.405
48 H -5.16479 -3.24233 -1.37003  0.423
49 H -3.46108 -2.03685 -0.08183  0.485
50 H -0.37879 -4.15362 -2.19269  0.326
51 H -2.09274 -5.35083 -3.47782  0.417
52 H 0.70126 -1.59360 -2.73326  0.466
53 H 2.84761 -2.16226 -3.78976  0.483
54 H 4.55292 -3.43114 -2.53409  0.423
55 H 4.12150 -4.12371 -0.20408  0.455
56 H 1.97966 -3.56882 0.87798  0.484
57 H 0.42862 -0.53246 2.37703  0.587
58 H -0.13798 -0.73193 4.74840  0.511
59 H -1.71954 -2.47633 5.51161  0.404
60 H -2.74549 -4.01105 3.86841  0.438
61 H -2.18836 -3.82277 1.48481  0.455
62 Br 3.64687 1.06729 -2.41931  -0.076
63 C 3.75879 0.74505 -0.56516  0.040
64 C 4.78607 1.35455 0.12980  -0.700
65 C 4.93946 1.04332 1.46984  -0.460
66 C 4.10383 0.09894 2.03898  -1.107
67 C 3.09654 -0.43963 1.26842  -0.039
68 N 2.88631 -0.10610 -0.01451  0.643
69 H 5.44301 2.04628 -0.37490  0.490
70 H 5.71150 1.53032 2.04986  0.414
71 H 4.21603 -0.19788 3.07159  0.496
72 H 2.42153 -1.17771 1.68271  0.431
73 I -2.01195 0.60508 -0.72837  -0.113

Cartesian forces (eV/Å) of the 3 atoms listed first:
0.707 1.039 -0.451
0.013 0.045 0.002
0.106 -0.056 0.053